[1]
Computed, not measured: the molecule C5H8ClF, with the ωB97M-V functional and the def2-TZVPD basis.

The geometry in XYZ format:
```
15
Properties=species:S:1:pos:R:3:mulliken_charge:R:1
C 1.374 1.106 -1.187 -1.09
C 0.276 0.126 -1.122 0.77
Cl -0.048 -0.749 -2.593 -0.24
C -0.409 -0.156 -0.030 -0.08
C -1.530 -1.149 0.189 -1.05
C 0.069 0.268 1.697 -0.43
F 0.495 -0.907 2.077 -0.26
H 1.099 1.887 -1.902 0.28
H 2.201 0.623 -1.621 0.33
H 1.746 1.515 -0.219 0.27
H -1.076 -1.852 0.898 0.33
H -2.486 -0.670 0.704 0.23
H -1.703 -1.677 -0.823 0.30
H 0.807 0.945 1.712 0.38
H -0.814 0.690 2.220 0.27
```

Results
Relative energy (zero: lowest compared OMol25 entry of this formula, charge and spin) = 58.0 kcal/mol
Total charge = 0
Kohn-Sham gap = 10.0 eV
SMILES = C/C(Cl)=C(/C)CF
Maximum force = 6.55 eV Å⁻¹

---

[2]
Computed, not measured: C5H8ClFO as an isolated structure, with the ωB97M-V functional and the def2-TZVPD basis.

The geometry in XYZ format:
```
16
Properties=species:S:1:pos:R:3:mulliken_charge:R:1
C -0.902 1.392 -0.038 -0.91
C 0.434 1.077 0.007 1.02
C -0.993 -2.744 -0.895 -0.50
C 1.501 2.044 -0.317 -1.41
C 0.235 -1.144 0.722 -0.60
O 0.987 -0.118 0.332 -0.25
F -2.166 -2.025 -1.140 -0.18
Cl -1.481 -3.790 0.390 -0.12
H -1.261 2.444 -0.389 0.22
H -1.678 0.711 0.283 0.29
H 1.757 2.209 -1.364 0.29
H 2.392 1.739 -0.021 0.44
H 1.196 3.027 -0.012 0.34
H -0.612 -0.900 1.597 0.33
H 0.853 -1.983 1.199 0.33
H -0.262 -1.940 -0.354 0.70
```

Results
Relative energy (zero: lowest compared OMol25 entry of this formula, charge and spin) = 138.8 kcal/mol
Total charge = 0
Kohn-Sham gap (spin up / spin down) = 7.7 / 7.8 eV
Maximum force = 4.79 eV Å⁻¹

---

[3]
Computed, not measured: C5H8ClN as an isolated structure, with the ωB97M-V functional and the def2-TZVPD basis.

The geometry in XYZ format:
```
15
Properties=species:S:1:pos:R:3:mulliken_charge:R:1
C -0.177 0.322 -0.030 0.49
C 0.132 -0.912 -0.976 -0.80
C 0.716 -0.976 1.214 -0.32
C -0.799 -0.337 1.116 -0.69
C 1.151 0.400 0.713 -0.81
H -0.809 -1.311 -1.346 0.37
H 0.757 -0.512 -1.757 0.38
H -0.045 -2.580 0.024 0.30
H 1.088 -1.544 2.023 0.56
H -1.519 -1.115 1.025 0.34
H -0.946 0.146 2.127 0.29
H 2.011 0.267 0.098 0.33
H 1.349 1.115 1.421 0.40
N 0.672 -1.891 -0.031 -0.61
Cl -0.748 1.635 -0.919 -0.23
```

Results
Relative energy (zero: lowest compared OMol25 entry of this formula, charge and spin) = 40.3 kcal/mol
Total charge = 0
Kohn-Sham gap = 9.9 eV
Maximum force = 4.51 eV Å⁻¹

---

[4]
Computed, not measured: the molecule C5H8ClN3O3, with the ωB97M-V functional and the def2-TZVPD basis.

The geometry in XYZ format:
```
20
Properties=species:S:1:pos:R:3:mulliken_charge:R:1
H -1.142 3.879 -2.656 0.31
N -1.665 3.292 -1.914 -0.55
C -1.235 2.257 -1.415 0.21
Cl 0.326 1.471 -2.098 -0.21
C -1.948 1.535 -0.378 -0.11
N -1.481 0.775 0.576 0.82
O -2.056 0.194 1.395 -0.61
O 0.016 0.643 0.615 -0.43
C 0.456 -0.630 0.427 0.96
N 1.609 -1.087 0.709 -0.54
C 2.572 -0.284 1.404 -0.82
O -0.447 -1.308 -0.182 -0.32
C -0.216 -2.768 -0.245 -0.82
H -3.053 1.542 -0.308 0.36
H 3.128 0.332 0.615 0.26
H 3.296 -1.073 1.688 0.32
H 2.167 0.409 2.290 0.23
H -0.481 -3.134 -1.168 0.27
H -0.690 -3.111 0.677 0.31
H 0.842 -2.933 -0.032 0.37
```

Results
Relative energy (zero: lowest compared OMol25 entry of this formula, charge and spin) = 70.0 kcal/mol
Total charge = 0
Kohn-Sham gap = 9.1 eV
SMILES = [H]/N=C(Cl)/C=[N+](/[O-])O/C(=N\C)OC
Maximum force = 4.15 eV Å⁻¹

---

[5]
Computed, not measured: a 2-piece molecular cluster, C5H8ClNSSi overall, with the ωB97M-V functional and the def2-TZVPD basis.

The geometry in XYZ format:
```
17
Properties=species:S:1:pos:R:3:mulliken_charge:R:1
C 2.045 2.813 0.261 -0.49
C 3.366 2.511 0.087 -0.12
C 1.764 0.588 0.017 0.38
C -0.963 -0.549 0.605 -0.53
C -3.672 -2.475 -0.778 -0.95
N 1.139 1.747 0.219 -0.28
Si 0.594 -0.748 -0.392 0.19
S 3.479 0.742 -0.133 -0.14
Cl 1.203 -2.668 -0.662 -0.26
H 1.733 3.853 0.480 0.32
H 4.250 3.171 0.051 0.35
H -0.964 -1.054 1.561 0.33
H -1.048 0.541 0.761 0.32
H -1.770 -1.078 0.187 -0.05
H -3.720 -1.710 -1.500 0.31
H -4.614 -2.823 -0.328 0.26
H -2.821 -2.861 -0.435 0.35
```

Results
Relative energy (zero: lowest compared OMol25 entry of this formula, charge and spin) = 40.8 kcal/mol
Total charge = 0
Kohn-Sham gap (spin up / spin down) = 7.0 / 8.3 eV
Maximum force = 4.13 eV Å⁻¹

---

[6]
Computed, not measured: a 2-piece molecular cluster, C5H8F2O overall, with the ωB97M-V functional and the def2-TZVPD basis.

The geometry in XYZ format:
```
16
Properties=species:S:1:pos:R:3:mulliken_charge:R:1
C -1.918 0.105 0.416 -0.75
C -0.888 -0.777 0.876 -0.08
C 0.496 -0.640 0.804 0.02
C 1.304 0.409 0.035 -1.27
C 1.320 0.066 -1.393 0.44
H -0.653 1.663 0.769 0.34
H -2.590 -0.438 -0.324 0.38
H -2.752 0.170 1.128 0.45
H -1.273 -1.766 1.266 0.26
H 1.187 -1.545 1.149 0.23
H 2.244 0.388 0.361 0.38
H 1.117 1.420 0.341 0.51
H 0.295 0.360 -1.784 0.20
O -1.789 1.498 -0.073 -0.56
F 1.396 -1.375 -1.549 -0.29
F 2.503 0.462 -2.022 -0.28
```

Results
Relative energy (zero: lowest compared OMol25 entry of this formula, charge and spin) = 101.3 kcal/mol
Total charge = 0
Kohn-Sham gap = 9.4 eV
Maximum force = 7.64 eV Å⁻¹

---

[7]
Computed, not measured: a 2-piece molecular cluster, C5H8FI overall, with the ωB97M-V functional and the def2-TZVPD basis.

The geometry in XYZ format:
```
15
Properties=species:S:1:pos:R:3:mulliken_charge:R:1
C -1.137 -1.309 0.276 -0.87
C -1.347 0.108 0.697 0.04
C -1.276 1.166 -0.093 -0.44
F -1.000 1.066 -1.407 -0.27
H -1.166 -1.412 -0.807 0.29
H -0.172 -1.671 0.631 0.14
H -1.902 -1.944 0.724 0.34
H -1.558 0.274 1.743 0.34
H -1.448 2.189 0.205 0.46
C 1.975 0.248 -0.994 -0.51
C 1.733 0.719 0.208 -0.51
I 2.274 -0.260 1.995 0.05
H 1.680 0.814 -1.864 0.25
H 2.441 -0.706 -1.169 0.26
H 1.288 1.680 0.393 0.45
```

Results
Relative energy (zero: lowest compared OMol25 entry of this formula, charge and spin) = 8.4 kcal/mol
Total charge = 0
Kohn-Sham gap = 9.8 eV
SMILES = C/C=C\F.C=CI
Maximum force = 0.61 eV Å⁻¹

---

[8]
Computed, not measured: the molecule C5H8FI, with the ωB97M-V functional and the def2-TZVPD basis.

The geometry in XYZ format:
```
15
Properties=species:S:1:pos:R:3:mulliken_charge:R:1
C 1.284 1.631 -0.591 -1.08
C 1.128 0.463 0.103 -0.08
C -0.007 -0.297 0.272 0.55
C -0.152 -1.433 1.236 -1.19
C -1.403 -0.357 -0.724 -0.46
F -1.890 -1.618 -0.977 -0.26
I -3.065 0.847 -0.054 0.04
H 1.561 1.401 -1.666 0.25
H 0.322 2.176 -0.787 0.29
H 2.091 2.192 -0.108 0.33
H 1.873 0.158 0.841 0.26
H -0.671 -2.129 0.515 0.28
H -0.719 -1.283 2.113 0.28
H 0.826 -1.802 1.532 0.38
H -1.180 0.050 -1.704 0.41
```

Results
Relative energy (zero: lowest compared OMol25 entry of this formula, charge and spin) = 22.1 kcal/mol
Total charge = 0
Kohn-Sham gap = 9.4 eV
SMILES = C/C=C(/C)[C@@H](F)I
Maximum force = 7.53 eV Å⁻¹

---

[9]
Computed, not measured: an isolated ion of composition C5H8FN2O3 and charge -1, with the ωB97M-V functional and the def2-TZVPD basis.

The geometry in XYZ format:
```
19
Properties=species:S:1:pos:R:3:mulliken_charge:R:1
C 1.763 0.686 1.139 -1.22
C 1.574 0.262 -0.328 0.41
O 0.778 1.248 -0.988 -0.63
C 0.934 -1.162 -0.381 -1.05
N -0.256 -1.263 0.428 -0.47
C -1.383 -1.206 -0.282 0.33
O -1.886 -2.167 -0.793 -0.59
N -2.092 0.079 -0.524 -0.17
C -2.739 0.564 0.546 0.56
O -3.003 0.012 1.512 -0.47
F -3.159 1.857 0.393 -0.29
H 1.489 -0.112 1.828 0.33
H 2.814 0.955 1.336 0.32
H 1.188 1.604 1.303 0.26
H 2.555 0.228 -0.847 0.27
H 0.509 0.918 -1.854 0.33
H 0.700 -1.397 -1.448 0.41
H 1.718 -1.879 -0.065 0.36
H -1.503 0.771 -0.973 0.31
```

Results
Total charge = -1
Kohn-Sham gap = 6.5 eV
SMILES = C[C@H](O)C/N=C(\[O-])NC(=O)F
Maximum force = 5.10 eV Å⁻¹

---

[10]
Computed, not measured: a 2-piece molecular cluster, C5H8FNO overall, with the ωB97M-V functional and the def2-TZVPD basis.

The geometry in XYZ format:
```
16
Properties=species:S:1:pos:R:3:mulliken_charge:R:1
C -0.486 -1.868 -0.084 0.72
C -4.215 -0.446 -0.183 -0.12
C 1.508 0.664 0.120 -1.13
C 0.640 -1.488 -0.642 -0.75
C 0.979 -0.099 -1.029 -0.26
N -3.593 -0.574 0.924 -0.20
O -1.449 -2.327 0.394 -0.38
F -3.935 0.823 -0.725 -0.19
H 2.413 0.316 0.493 0.37
H 0.816 0.676 0.909 0.35
H 1.625 1.673 -0.243 0.31
H -3.600 -1.414 1.589 0.28
H 1.318 -2.205 -1.117 0.30
H 0.132 0.614 -1.466 0.26
H 1.748 -0.279 -1.804 0.23
H -2.918 0.145 1.223 0.23
```

Results
Relative energy (zero: lowest compared OMol25 entry of this formula, charge and spin) = 94.5 kcal/mol
Total charge = 0
Kohn-Sham gap = 9.4 eV
Maximum force = 3.64 eV Å⁻¹

---

[11]
Computed, not measured: the molecule C5H8FNO2S, with the ωB97M-V functional and the def2-TZVPD basis.

The geometry in XYZ format:
```
18
Properties=species:S:1:pos:R:3:mulliken_charge:R:1
C -0.935 -0.374 -2.677 0.01
C 0.021 -0.703 -2.041 -0.38
C 1.015 -0.870 -0.976 -0.61
C 0.401 -1.247 0.387 -0.78
C -0.836 -0.453 0.813 -0.56
N -0.520 0.700 1.728 -0.41
S 0.433 1.870 1.045 1.19
O 0.066 3.093 1.648 -0.62
O 1.800 1.559 1.172 -0.55
F 0.027 1.982 -0.467 -0.19
H -1.793 -0.291 -3.287 0.43
H 1.643 -1.712 -1.278 0.34
H 1.694 -0.024 -0.907 0.31
H 0.146 -2.305 0.353 0.45
H 1.157 -1.147 1.166 0.33
H -1.444 -1.122 1.424 0.35
H -1.472 -0.129 -0.010 0.38
H -1.404 1.173 1.908 0.32
```

Results
Relative energy (zero: lowest compared OMol25 entry of this formula, charge and spin) = 0.0 kcal/mol
Total charge = 0
Kohn-Sham gap = 10.9 eV
SMILES = C#CCCCNS(=O)(=O)F
Maximum force = 2.74 eV Å⁻¹

---

[12]
Computed, not measured: C5H8FNiO4 as an isolated structure, with the ωB97M-V functional and the def2-TZVPD basis.

The geometry in XYZ format:
```
19
Properties=species:S:1:pos:R:3:mulliken_charge:R:1
C 0.129 -0.470 1.695 -0.15
O 1.173 -0.406 0.782 -0.63
Ni 2.939 -0.283 0.711 0.16
C -0.626 -1.791 1.633 -1.05
H 0.498 -0.323 2.730 0.32
H -0.586 0.360 1.514 0.13
H -1.455 -1.802 2.356 0.35
H -1.041 -1.958 0.627 0.24
H 0.049 -2.629 1.865 0.28
C 1.333 0.678 -1.097 1.26
O 0.639 1.767 -0.713 -0.33
C -0.677 1.693 -1.190 0.29
C -0.782 0.269 -1.724 -0.20
O 0.585 -0.128 -1.837 -0.31
O 2.557 0.623 -1.047 -0.69
F -0.814 2.613 -2.197 -0.32
H -1.374 1.956 -0.389 0.28
H -1.288 -0.393 -1.011 0.06
H -1.260 0.225 -2.707 0.34
```

Results
Relative energy (zero: lowest compared OMol25 entry of this formula, charge and spin) = 7.5 kcal/mol
Total charge = 0
Kohn-Sham gap (spin up / spin down) = 6.9 / 9.8 eV
Maximum force = 2.02 eV Å⁻¹
⟨S²⟩ = 3.7541
Multiplicity = 4

---

[13]
Computed, not measured: C5H8FO4V as an isolated structure, with the ωB97M-V functional and the def2-TZVPD basis.

The geometry in XYZ format:
```
19
Properties=species:S:1:pos:R:3:mulliken_charge:R:1
C -0.242 0.942 1.390 -0.21
O -0.467 1.402 0.074 -0.46
V -0.969 2.892 -1.030 0.28
C 1.216 1.027 1.804 -1.06
H -0.860 1.554 2.066 0.36
H -0.614 -0.093 1.470 0.18
H 1.330 0.665 2.836 0.36
H 1.853 0.419 1.149 0.24
H 1.568 2.068 1.763 0.31
C -0.524 0.445 -1.265 1.47
O -1.473 -0.543 -0.963 -0.42
C -0.895 -1.795 -0.998 0.26
C 0.598 -1.517 -0.914 -0.37
O 0.696 -0.179 -1.371 -0.41
O -0.831 1.300 -2.157 -1.01
F -1.210 -2.396 -2.208 -0.34
H -1.311 -2.424 -0.203 0.27
H 0.954 -1.593 0.123 0.23
H 1.182 -2.174 -1.566 0.34
```

Results
Relative energy (zero: lowest compared OMol25 entry of this formula, charge and spin) = 1.8 kcal/mol
Total charge = 0
Kohn-Sham gap (spin up / spin down) = 6.7 / 11.1 eV
Maximum force = 2.17 eV Å⁻¹
⟨S²⟩ = 6.0038
Multiplicity = 5

---

[14]
Computed, not measured: C5H8FeNO9 as an isolated structure, with the ωB97M-V functional and the def2-TZVPD basis.

The geometry in XYZ format:
```
24
Properties=species:S:1:pos:R:3:mulliken_charge:R:1
Fe 0.529 0.687 -0.651 1.03
C 3.054 -2.200 1.223 -1.05
C 1.698 -2.188 0.486 -0.55
O 1.345 -1.003 -0.083 -0.62
H 3.879 -2.168 0.502 0.24
H 3.246 -3.042 1.900 0.35
H 3.274 -1.367 1.896 0.30
H 0.940 -2.516 1.220 0.24
H 1.613 -3.020 -0.234 0.30
C -0.505 1.126 -3.183 0.86
O 0.038 1.995 -3.955 -0.65
O 0.152 0.195 -2.589 -0.73
O -0.768 1.928 -2.154 -0.57
C 1.181 3.099 0.233 0.96
O 0.402 4.048 -0.260 -0.64
O 0.671 2.101 0.819 -0.72
O 1.569 2.589 -0.916 -0.70
C -3.817 0.044 0.633 -0.81
N -2.422 -0.118 1.071 0.73
O -2.222 -0.477 2.277 -0.58
O -1.499 0.133 0.212 -0.26
H -4.174 0.984 1.061 0.28
H -4.304 -0.883 0.946 0.30
H -3.879 0.055 -0.454 0.29
```

Results
Total charge = -2
Kohn-Sham gap (spin up / spin down) = 5.7 / 3.9 eV
Maximum force = 11.89 eV Å⁻¹
⟨S²⟩ = 8.9739
Multiplicity = 6

---

[15]
Computed, not measured: an isolated ion of composition C5H8IN2 and charge +1, with the ωB97M-V functional and the def2-TZVPD basis.

The geometry in XYZ format:
```
16
Properties=species:S:1:pos:R:3:mulliken_charge:R:1
C -0.730 -0.820 0.169 -0.42
C -1.292 0.413 0.259 0.25
C 1.322 -0.125 -0.433 -0.27
C 0.922 -2.540 -0.123 -0.75
C -0.717 2.773 -0.017 -0.78
N 0.582 -1.085 0.077 0.17
N -0.518 1.418 0.288 -0.23
I 3.167 0.284 0.361 0.32
H -1.334 -1.724 0.053 0.41
H -2.422 0.528 0.205 0.37
H 0.541 -3.090 0.798 0.35
H 0.463 -2.845 -1.024 0.38
H 1.967 -2.436 -0.158 0.24
H 0.284 3.057 -0.590 0.28
H -1.535 2.761 -0.733 0.37
H -0.699 3.430 0.867 0.30
```

Results
Relative energy (zero: lowest compared OMol25 entry of this formula, charge and spin) = 117.2 kcal/mol
Total charge = +1
Kohn-Sham gap (spin up / spin down) = 7.0 / 6.8 eV
Maximum force = 4.09 eV Å⁻¹